No. 1
61
Properties=species:S:1:pos:R:3:forces:R:3 method="wB97M-V/def2-TZVPD" homo_ev="-17.73 / -17.72" spin_multiplicity=2 total_energy_ev=-61338.595 relative_energy_ev=0.436 total_charge=+3
Re 0.35766 -1.95265 -0.08924 -0.451 0.485 -0.022
N 0.69765 -2.35664 4.03624 -0.143 -0.262 0.054
C 0.93157 -1.56662 3.02111 -0.151 0.070 -0.211
N 0.35149 -2.12229 1.92774 0.818 -0.431 0.379
C -0.19069 -3.31210 2.41485 -0.206 -0.209 -0.130
N -0.01339 -3.47494 3.68473 0.140 0.339 -0.053
C -0.82193 -4.20429 1.43662 0.219 0.267 0.088
C -1.42856 -5.40969 1.70614 -0.113 -0.233 0.017
N -1.91268 -6.17321 0.72276 0.125 0.241 -0.024
C -1.77499 -5.73223 -0.51728 -0.090 -0.167 -0.024
C -1.17373 -4.50771 -0.82023 -0.055 0.053 0.118
N -0.70524 -3.74344 0.16528 -0.095 -0.082 0.086
H 0.98694 -2.23823 5.00410 -0.009 -0.016 -0.033
H 1.47261 -0.63360 3.06447 0.011 0.013 -0.053
H -1.52182 -5.77345 2.72263 -0.006 -0.006 0.012
H -2.15518 -6.35883 -1.31502 0.000 -0.006 -0.009
H -1.06779 -4.15054 -1.83504 -0.016 -0.018 -0.022
O 1.56919 -0.16171 -0.39828 0.331 0.386 -0.300
C 2.10743 0.22681 -1.66586 -0.167 -0.204 0.460
C 2.14242 1.55375 -2.00821 0.061 0.067 -0.152
C 2.71585 1.90713 -3.22768 -0.002 -0.022 0.036
C 3.25440 0.94493 -4.07046 -0.012 0.037 0.004
C 3.22975 -0.38490 -3.69596 0.086 -0.139 0.037
C 2.64143 -0.76077 -2.48330 -0.036 0.253 -0.121
C 2.64345 -2.15987 -2.11391 0.454 -0.349 -0.214
O 3.38231 -3.04352 -2.26697 -0.016 0.060 -0.057
O 1.31927 -2.56522 -1.45147 -0.004 -0.288 0.394
H 1.29468 0.65394 0.08430 -0.179 -0.258 0.244
H 1.73292 2.31211 -1.35713 -0.037 0.039 0.046
H 2.74315 2.95075 -3.50959 -0.003 0.010 -0.018
H 3.69821 1.23281 -5.01262 0.010 -0.007 -0.008
H 3.65946 -1.15214 -4.32679 0.000 0.006 -0.017
C 1.83995 4.52543 1.48567 -0.031 -0.047 0.136
C 0.55966 3.99432 2.13064 0.036 0.103 0.077
S -0.24154 2.82957 1.06282 -0.067 0.115 -0.060
O -0.06701 3.22016 -0.31546 -0.023 -0.161 0.014
O 0.19084 1.46159 1.42111 0.329 0.176 -0.309
C -1.99713 2.88068 1.41524 -0.117 -0.149 0.033
C -2.83024 2.40567 0.21587 0.195 -0.179 -0.025
N -2.21243 1.21263 -0.43372 -0.468 -0.056 0.121
C -1.90513 0.08170 0.21052 0.140 -0.074 0.075
N -1.11031 -0.67094 -0.57512 -0.550 0.234 -0.735
C -0.98731 -0.01987 -1.80425 0.029 0.152 0.301
C -1.66549 1.13234 -1.69654 0.298 0.278 0.081
N -1.74717 2.15309 -2.73164 -0.466 -0.538 -0.316
O -0.95393 2.01703 -3.62688 0.342 0.104 -0.051
O -2.64762 2.94982 -2.65891 -0.039 0.347 0.203
C -2.36574 -0.26587 1.57791 -0.031 -0.043 -0.032
H 2.24408 5.30081 2.13468 0.009 -0.024 -0.002
H 1.63717 4.96385 0.51274 -0.005 0.025 -0.017
H 2.59354 3.74529 1.38772 0.010 -0.011 -0.026
H -0.16556 4.79022 2.30727 0.032 0.051 -0.031
H 0.74111 3.46580 3.06619 -0.026 0.041 0.044
H -2.29087 3.89439 1.68446 0.032 0.059 -0.106
H -2.13641 2.24736 2.28776 -0.074 0.117 0.110
H -2.90842 3.16041 -0.55862 0.015 0.039 0.084
H -3.83586 2.14775 0.54540 -0.010 -0.005 -0.038
H -0.42124 -0.38824 -2.64239 -0.001 -0.054 -0.014
H -3.39359 0.06471 1.72299 -0.021 0.010 0.001
H -1.73519 0.20114 2.33354 0.020 -0.078 -0.006
H -2.35402 -1.34448 1.71502 -0.024 -0.059 -0.019

No. 2
54
Properties=species:S:1:pos:R:3:forces:R:3 method="wB97M-V/def2-TZVPD" homo_ev="-20.81 / -20.95" spin_multiplicity=4 total_energy_ev=-143822.932 relative_energy_ev=0.052 total_charge=+4
Mn 0.20110 -0.57866 -0.30391 -0.019 0.013 -0.031
Br -6.79835 2.26625 0.23048 -0.004 0.004 0.000
C -5.23452 1.39841 -0.04064 0.006 0.002 0.001
C -5.18806 -0.01776 0.08652 0.003 -0.002 -0.002
C -4.01401 -0.67449 -0.18274 0.000 0.002 0.006
C -2.88190 0.05706 -0.58320 0.006 0.002 0.001
C -2.90329 1.46165 -0.65407 -0.005 -0.002 -0.007
C -4.06981 2.13462 -0.40153 -0.003 -0.002 0.001
N -1.70844 -0.64474 -0.99649 0.040 0.009 0.002
C -1.85171 -1.51464 -1.94374 -0.001 -0.011 -0.002
C -0.70395 -2.28076 -2.37834 0.001 0.010 -0.012
C -0.75408 -3.23644 -3.37053 0.000 -0.003 0.003
C 0.42021 -3.93036 -3.68160 -0.001 0.000 0.000
C 1.57450 -3.63411 -2.98390 0.002 0.000 0.001
C 1.54545 -2.64968 -1.99388 -0.007 -0.009 0.007
N 0.43382 -1.98279 -1.70163 0.009 0.023 0.021
H -6.07801 -0.56166 0.37784 -0.001 0.001 0.001
H -3.96505 -1.75290 -0.09563 -0.001 0.000 0.000
H -2.02416 2.00209 -0.97986 0.002 0.000 0.001
H -4.12947 3.21065 -0.50401 -0.002 0.000 0.001
H -2.81661 -1.67201 -2.42180 0.000 0.004 -0.001
H -1.68105 -3.44579 -3.88943 0.000 0.000 -0.002
H 0.41876 -4.69052 -4.45253 0.000 -0.001 0.000
H 2.50057 -4.15533 -3.18716 0.000 -0.001 0.000
H 2.43274 -2.40527 -1.42273 0.001 0.002 -0.001
C 4.33352 0.26498 -0.43482 -0.001 -0.001 -0.001
N 3.69814 0.93856 -1.57155 0.000 0.006 -0.001
C 4.62429 1.55205 -2.54707 -0.001 0.006 0.002
C 2.42279 1.03065 -1.73265 -0.088 0.075 -0.061
O 1.53857 0.55651 -0.91764 0.089 -0.112 0.112
H 4.94056 0.99052 0.10460 -0.001 0.001 0.002
H 4.98753 -0.51992 -0.81205 0.002 0.001 0.000
H 3.58297 -0.15267 0.22811 0.001 -0.001 0.000
H 5.23840 0.76969 -2.98860 0.004 0.001 0.004
H 5.26233 2.26082 -2.02307 -0.004 0.004 0.000
H 4.06348 2.06591 -3.32282 0.000 -0.004 -0.004
H 2.07101 1.57698 -2.60589 -0.004 -0.021 -0.012
C 0.04473 0.46428 5.79255 0.001 0.002 0.001
C 0.00038 0.52410 4.31261 -0.002 0.002 0.002
C 0.00895 1.67686 3.55721 -0.004 -0.003 0.002
C 0.00463 1.61005 2.16336 0.011 -0.007 0.002
N -0.03404 0.40595 1.55241 -0.005 0.002 -0.023
C -0.02856 -0.70626 2.28728 -0.009 0.001 0.007
S 0.01047 -2.14121 1.33106 -0.024 0.008 -0.011
N -0.02024 -0.65920 3.62513 0.008 -0.002 -0.007
C 0.05544 2.84024 1.33219 0.000 0.002 0.001
H -0.20783 1.42779 6.22750 0.003 0.001 0.000
H 1.05920 0.20272 6.11298 -0.001 -0.003 -0.001
H -0.63302 -0.29763 6.18201 -0.003 0.002 -0.001
H 0.03407 2.63733 4.05325 0.001 0.000 0.000
H -0.01002 -1.53227 4.14903 0.000 0.000 0.001
H -0.78926 3.48965 1.57147 -0.001 0.000 -0.001
H 0.06220 2.61041 0.27013 0.002 0.000 -0.001
H 0.95465 3.41026 1.57780 0.000 0.000 0.000

No. 3
57
Properties=species:S:1:pos:R:3:forces:R:3 method="wB97M-V/def2-TZVPD" homo_ev=-7.11 total_energy_ev=-295786.227
Tl -0.26722 0.55408 -0.24260 -0.075 0.166 0.244
C 1.20555 -3.47236 -0.31718 0.007 0.021 0.014
C 1.47996 -2.25575 0.53115 -0.004 -0.032 0.027
C 0.80048 -2.08669 1.74066 0.039 -0.051 0.012
C -0.31446 -3.03430 2.12098 0.042 0.046 0.010
C 1.15205 -1.03738 2.60036 -0.024 0.014 -0.001
C 0.59297 -1.00744 4.00349 0.018 0.020 -0.036
C 2.02907 -0.04313 2.15398 -0.040 0.022 -0.010
C 2.36079 1.15561 3.00738 -0.011 -0.016 -0.019
C 2.59900 -0.13703 0.87353 0.063 -0.005 0.000
C 3.44392 1.01171 0.37018 -0.024 -0.050 0.033
C 2.39346 -1.28634 0.09872 0.063 0.008 0.015
C 3.12334 -1.48638 -1.20822 -0.035 0.032 0.018
H 0.42284 -3.27361 -1.05402 -0.081 -0.013 -0.073
H 0.88414 -4.31852 0.28613 -0.008 -0.005 -0.018
H 2.08817 -3.78475 -0.87029 -0.012 -0.005 -0.003
H 0.04637 -3.89896 2.68566 -0.007 -0.009 0.000
H -0.82204 -3.41000 1.23470 -0.036 -0.027 -0.022
H -1.06162 -2.52849 2.73076 -0.014 -0.015 -0.012
H -0.25979 -0.32957 4.09266 -0.015 -0.001 0.011
H 1.34829 -0.68115 4.71569 -0.005 -0.002 0.010
H 0.26750 -1.99554 4.31875 -0.020 0.006 0.004
H 1.88668 2.05293 2.60107 0.009 0.012 0.005
H 3.43690 1.33364 3.03731 0.006 0.001 0.006
H 2.01164 1.04778 4.02924 0.002 0.000 0.007
H 4.47868 0.93642 0.71657 0.008 0.011 -0.005
H 3.04732 1.96091 0.72783 0.012 0.009 -0.003
H 3.45817 1.05818 -0.71604 0.005 0.016 -0.006
H 2.45126 -1.38867 -2.06603 0.004 -0.012 -0.012
H 3.56146 -2.48283 -1.25778 0.007 0.003 -0.006
H 3.93609 -0.77863 -1.33583 0.001 0.007 -0.014
Cl -2.30882 -0.23672 -3.21088 -0.023 -0.046 0.053
C -2.82304 -1.34222 -1.98679 -0.035 -0.025 -0.099
C -3.52398 -0.86888 -0.87275 -0.094 0.027 0.038
C -3.98434 -1.80514 0.05278 0.048 -0.032 0.014
Cl -4.99679 -1.33900 1.35844 -0.034 -0.067 -0.016
C -3.66546 -3.15897 -0.08151 0.020 -0.005 0.004
Cl -4.17862 -4.29111 1.10427 0.008 0.012 0.012
C -2.94887 -3.60629 -1.18713 0.015 0.007 0.034
Cl -2.56665 -5.27121 -1.35869 0.008 0.002 0.006
C -2.55552 -2.69580 -2.16318 0.008 0.023 -0.008
Cl -1.76129 -3.24870 -3.58376 0.063 0.007 0.063
Se -3.81586 1.04498 -0.85114 0.147 -0.085 -0.140
Se -4.14491 1.86177 1.28582 -0.046 0.229 0.220
Te -1.91201 1.84551 2.48610 -0.053 -0.070 -0.008
Se -0.43046 3.26833 1.12061 0.014 -0.226 -0.154
C -1.60859 5.27166 -2.18732 0.045 0.005 0.036
N -0.66874 4.54141 -3.04631 -0.205 0.067 0.021
C 0.37633 5.29688 -3.72717 0.072 0.005 0.060
C -0.40265 3.29717 -2.68865 0.045 -0.016 -0.021
N -0.20331 2.20000 -2.38717 0.128 0.038 -0.292
H -1.81884 6.22879 -2.65956 -0.020 -0.010 -0.018
H -1.20464 5.43267 -1.18570 0.003 0.029 -0.007
H -2.53456 4.70676 -2.10348 0.008 -0.015 0.024
H -0.08760 6.14122 -4.23316 0.001 -0.008 -0.015
H 0.85471 4.66389 -4.47097 0.005 -0.008 0.011
H 1.13354 5.66929 -3.03154 -0.004 0.011 0.005

No. 4
50
Properties=species:S:1:pos:R:3:forces:R:3 method="wB97M-V/def2-TZVPD" smiles="C[C@H]1C[C@H](C)CN(c2ncc3c(n2)C[C@H](c2ccccc2Cl)CC3=O)C1" homo_ev=-8.40 total_energy_ev=-41204.794 relative_energy_ev=3.580
C -1.79229 -2.89820 -3.77161 1.582 4.415 -1.797
C -0.93911 -2.78030 -2.54914 -0.165 -0.888 2.642
C -1.29367 -4.00757 -1.63336 2.147 0.722 0.023
C -0.38383 -4.14664 -0.38539 0.308 -2.293 -1.169
C -0.81586 -3.45494 0.90660 1.965 -3.409 0.730
C 1.10889 -4.07471 -0.76897 0.828 1.000 -0.500
N 1.34534 -2.71606 -1.36773 -0.595 1.409 0.110
C 1.53864 -1.63328 -0.48799 0.396 0.025 0.307
N 2.53204 -1.84223 0.40485 0.434 -0.038 0.527
C 2.83473 -0.84564 1.22174 1.273 -0.176 -1.285
C 2.14929 0.35727 1.11394 -0.414 1.468 1.145
C 1.17876 0.54948 0.20470 -1.611 0.007 -0.857
N 0.87171 -0.46362 -0.56132 -1.137 -1.801 -2.702
C 0.31990 1.85096 0.11276 1.059 -0.356 -0.676
C 0.21847 2.58138 1.44812 -0.006 -1.337 0.101
C -0.51750 3.86967 1.39033 -0.888 -2.166 0.293
C -0.09591 4.89720 0.60631 -0.299 2.814 -0.288
C -0.84386 6.13737 0.72583 -0.143 0.119 0.476
C -1.92826 6.29561 1.64180 1.077 -2.848 -0.913
C -2.35694 5.12199 2.34807 1.025 2.319 -1.196
C -1.67466 3.94321 2.15630 -0.857 1.130 1.177
Cl -2.30719 2.68466 3.20445 0.373 -0.420 -0.323
C 1.63418 2.82753 1.93086 -0.274 -1.902 1.097
C 2.25146 1.42449 2.06324 2.912 1.300 1.780
O 2.99097 1.22189 3.00796 0.088 0.207 0.978
C 0.60851 -2.49661 -2.62433 -0.810 -0.663 -2.388
H -1.71238 -1.75846 -4.13857 -0.541 -2.488 -0.270
H -2.82336 -3.08655 -3.66087 -1.221 -0.103 0.988
H -1.51293 -3.55890 -4.56484 0.876 -0.430 -0.425
H -1.18054 -1.81718 -2.07535 -0.896 -0.549 0.475
H -2.30281 -4.05441 -1.33635 -1.493 0.761 0.527
H -1.25602 -4.96172 -2.17484 0.667 0.253 -0.463
H -0.42273 -5.21805 -0.24116 -0.477 -0.594 0.815
H -0.81131 -2.41933 0.74739 -0.118 1.582 0.536
H -0.04776 -3.89442 1.68674 -1.330 1.650 -1.110
H -1.76315 -3.90049 1.23277 -0.066 0.643 -0.227
H 1.78377 -4.25184 0.09105 -0.497 0.661 -0.197
H 1.51561 -4.85558 -1.49536 -1.223 0.975 0.471
H 3.83234 -0.86061 1.74073 -1.514 -0.378 0.091
H -0.67518 1.53897 -0.21400 0.212 0.205 -0.332
H 0.81050 2.55734 -0.60755 -0.564 -0.786 0.132
H -0.32265 1.80720 2.06932 0.695 1.252 -0.031
H 0.85429 4.77449 -0.00471 -1.526 0.475 0.721
H -0.60774 7.06458 0.17615 0.302 -0.846 0.052
H -2.47429 7.21951 1.71456 0.082 0.192 0.095
H -3.11993 5.22310 3.08885 -0.504 -0.218 0.147
H 1.75712 3.32799 2.91648 -0.329 -0.418 -0.648
H 2.17559 3.39062 1.20537 0.516 0.440 -0.704
H 0.65983 -1.44104 -3.10408 0.596 -1.675 1.286
H 1.00994 -3.22818 -3.38973 0.085 0.757 0.778